{"formula": "C3H8O3S", "method": "ωB97M-V/def2-TZVPD", "homo_lumo_gap_ha": 0.363, "smiles": "O=C(O)CCS.O", "de_lowest_ev": 1.342, "fmax_ev_per_a": 7.96, "lumo_ev": 0.425, "homo_ev": -9.44, "energy_ev": -20217.6086, "total_charge": 0, "species": ["O", "C", "O", "C", "C", "S", "H", "H", "H", "H", "H", "H", "O", "H", "H"], "xyz": [[-1.28097, 1.14967, 2.25854], [-0.49672, 0.42378, 1.68789], [0.10618, -0.61489, 2.28285], [-0.09903, 0.33016, 0.16917], [1.39878, -0.07986, -0.21078], [1.54865, -0.83480, -1.84942], [-0.14642, -0.87800, 3.19621], [-0.70520, -0.57343, -0.16971], [-0.34718, 1.22896, -0.26351], [1.82372, -0.81359, 0.49114], [2.02973, 0.74803, -0.04994], [2.58311, -1.51915, -1.38281], [-2.59348, 0.77982, -1.81799], [-1.85653, 0.82519, -2.29394], [-2.83171, -0.22247, -1.60163]], "mulliken_charge": [-0.55, 0.41, -0.44, -0.40, -0.67, -0.23, 0.34, 0.17, 0.43, 0.36, 0.47, 0.12, -0.63, 0.29, 0.33]}